Record 1
A molecular structure, C29H19Cl2N10NaO6S at a distorted geometry. Source: the OMol25 dataset; level of theory: ωB97M-V with the def2-TZVPD basis set.

The relative energy (zero: lowest compared OMol25 entry of this formula, charge and spin) is 44.3 kJ/mol. Its molecular weight is 729.50 g/mol. The value obtained for the orbital gap is 0.2118 hartree. The value obtained for the strongest force on any atom is 0.0362 hartree/bohr. As for the electronic energy: -3596.53881 Eh.

ORCA input file:
```
! RIJCOSX wB97M-V def2-TZVPD def2/J DEFGRID3
* xyz -2 1
Cl -11.04 -15.59 5.40
C -8.15 -17.48 7.71
N -3.64 -14.57 7.35
H -3.70 -18.51 12.61
O -0.88 -24.32 8.70
H -1.07 -22.37 10.51
C -1.92 -22.51 9.86
C -4.61 -13.95 6.66
C 0.09 -17.09 7.38
C -1.97 -23.44 8.84
N -4.82 -16.24 13.63
N -0.83 -16.04 7.41
C -4.17 -22.60 8.32
C -7.37 -18.38 5.21
N -2.71 -15.75 13.23
H -2.29 -18.13 13.23
C -9.57 -16.15 9.11
N -2.52 -17.45 8.40
H -5.45 -14.22 13.50
H -0.83 -15.39 6.63
H 0.88 -20.01 8.84
C -8.46 -17.00 9.10
N -4.09 -21.77 9.32
C -3.01 -21.69 10.07
S -1.40 -18.16 9.41
H -3.51 -17.33 5.58
C -8.88 -17.03 6.53
H 2.57 -20.01 7.10
C 0.88 -19.21 8.10
Na -5.88 -20.11 9.48
N -3.27 -18.10 13.44
H -5.96 -19.48 6.43
H -1.12 -24.97 8.01
C -3.80 -16.33 5.79
H -11.18 -15.16 8.16
H -7.00 -18.77 4.27
H 2.81 -18.04 5.66
H 1.07 -16.26 5.72
N -3.60 -16.70 13.54
C -9.98 -16.18 6.74
H -5.00 -13.07 7.12
C -3.12 -23.50 8.02
C -5.18 -14.39 5.49
O -4.04 -19.84 11.10
C 1.99 -18.08 6.34
N -7.17 -18.38 7.61
C -2.17 -16.48 7.67
C -4.64 -14.94 13.41
C -0.04 -18.14 8.27
C -8.41 -17.49 5.28
C 1.90 -19.16 7.16
O -5.33 -22.98 6.34
C 1.05 -17.10 6.39
C -3.22 -15.76 6.92
H -3.14 -24.23 7.20
C -4.77 -15.65 5.02
O -2.23 -20.77 12.07
O -6.24 -21.51 7.80
N -3.37 -14.63 13.16
C -6.78 -18.77 6.41
C -3.10 -20.69 11.20
H -8.98 -17.22 4.40
Cl -10.17 -15.55 10.64
H -6.04 -13.89 4.99
O -7.76 -17.42 10.04
C -10.34 -15.79 8.00
H -5.31 -16.10 4.19
C -5.39 -22.36 7.42
*
```



Record 2
A molecular structure, C29H19Co2NO10 at a distorted geometry. Source: the OMol25 dataset; level of theory: ωB97M-V with the def2-TZVPD basis set.

Its molecular weight is 659.33 g/mol. The value obtained for the orbital gap is 0.1535 hartree. The value obtained for the strongest force on any atom is 0.0719 hartree/bohr. As for the electronic energy: -4689.01951 Eh.

ORCA input file:
```
! RIJCOSX wB97M-V def2-TZVPD def2/J DEFGRID3
* xyz 0 1
H 2.44 1.88 -5.15
C 0.99 0.94 1.82
C 2.82 2.00 -0.54
C 5.13 4.20 0.35
H 0.47 3.22 -0.77
H -0.58 1.45 -0.21
C 8.21 0.71 -1.36
H 2.28 2.19 0.39
C 5.36 3.52 -2.35
H 0.94 -2.22 4.11
C -1.93 0.07 0.76
H -4.12 -2.48 1.29
O 1.99 -1.66 1.67
H -0.04 -0.90 3.38
H 0.29 3.15 -5.09
O 6.32 1.38 -4.55
C 0.81 2.93 -4.16
C 0.93 -1.16 3.83
O 4.80 5.03 1.08
C -2.47 1.03 1.62
H -0.58 -0.24 -0.89
C 0.50 0.02 0.85
C 5.89 -0.92 -1.66
H -4.09 1.49 2.97
H 1.09 -0.56 4.74
C -0.65 0.38 0.01
C 0.97 -1.35 0.80
O 2.09 0.52 2.54
H 5.49 0.58 0.68
C 7.37 3.22 -0.45
N -6.45 -1.04 3.48
H -1.94 1.98 1.76
O 9.35 0.70 -1.16
O 5.21 4.11 -3.34
C -3.66 -1.49 1.38
O 8.43 3.59 -0.17
O 0.55 2.07 2.00
C 0.88 2.95 -1.75
C 0.25 3.31 -2.93
C 4.16 1.85 -0.48
C 5.30 1.13 -0.25
H -1.95 -1.97 0.10
H 3.66 -0.58 4.33
Co 5.64 2.86 -0.71
C -3.64 0.74 2.32
C 2.08 -0.88 2.87
Co 6.49 0.71 -1.74
C -4.25 -0.52 2.19
C 3.45 -1.22 3.48
H 3.64 1.38 -3.03
H 4.23 -1.08 2.72
C -5.46 -0.81 2.91
C 2.69 1.92 -3.02
O 5.40 -1.96 -1.56
H 3.45 -2.27 3.80
C -2.48 -1.21 0.68
H -0.69 3.86 -2.89
C 6.38 1.15 -3.42
C 2.01 2.22 -4.21
O 0.55 -2.20 0.03
C 2.12 2.27 -1.78
*
```



Record 3
A molecular structure, C29H19F5FeO7PS2Se at a distorted geometry. Source: the OMol25 dataset; level of theory: ωB97M-V with the def2-TZVPD basis set.

The relative energy (zero: lowest compared OMol25 entry of this formula, charge and spin) is 270.5 kJ/mol. Its molecular weight is 804.37 g/mol. The value obtained for the orbital gap (spin up / spin down) is 0.1589 / 0.1960 hartree. The value obtained for the strongest force on any atom is 0.0799 hartree/bohr. As for the electronic energy: -6945.30500 Eh.

ORCA input file:
```
! RIJCOSX wB97M-V def2-TZVPD def2/J DEFGRID3
* xyz -2 6
F -6.86 -4.29 0.31
C -4.00 -3.15 -1.46
H -1.58 3.69 4.29
S -0.48 -2.88 1.27
C -1.00 3.51 -1.03
H -2.19 0.35 1.65
C -6.13 -3.98 -0.78
H 2.62 -3.48 -2.12
O 0.19 -4.17 1.32
Fe 0.57 -0.23 2.07
C -6.79 -3.31 -1.84
C 3.97 0.89 1.37
C -2.01 2.34 2.66
O 1.93 1.12 2.91
C -1.66 0.39 3.81
S 3.11 0.22 2.80
C -4.60 -2.47 -2.51
C 0.97 2.28 -0.30
H 2.82 -1.90 -0.28
O -0.58 -2.23 2.60
C -4.72 -4.07 -0.76
C 5.39 0.95 1.39
C 2.28 -1.61 -1.18
H 5.89 0.88 2.34
P 1.55 0.66 0.09
O -1.97 -3.18 0.73
H 7.12 1.29 0.23
F -8.13 -3.26 -1.92
C -0.37 2.33 -0.76
H -0.89 1.37 5.60
H 0.99 -3.15 -3.91
C -1.30 1.49 4.63
F -6.59 -1.88 -3.69
H 5.94 1.22 -1.96
H 3.50 1.43 -1.93
O -0.01 -1.80 0.37
C 1.66 3.50 -0.22
C -5.99 -2.56 -2.73
C 2.16 -2.53 -2.23
H 1.61 5.63 -0.55
H 2.67 3.56 0.06
C 5.39 1.24 -1.00
C -1.59 2.67 3.94
H 0.95 1.02 -2.83
C 1.34 -2.29 -3.34
H -2.07 3.48 -1.24
O 4.02 0.36 3.90
H 0.32 -0.75 -4.39
F -4.03 -4.99 -0.07
C -2.02 0.92 2.53
C 1.18 0.00 -2.57
H -1.59 -0.68 4.04
C 1.03 4.70 -0.60
O 2.57 -1.16 2.46
H -2.41 2.98 1.88
C -0.29 4.68 -0.97
C 3.30 1.09 0.20
H -0.95 1.37 -0.85
C 1.66 -0.35 -1.35
C 4.01 1.26 -0.99
Se -2.28 -2.70 -1.24
H -0.73 5.65 -1.30
C 0.92 -0.99 -3.50
C 6.07 1.16 0.20
F -3.84 -1.65 -3.28
*
```



Record 4
A molecular structure, C29H19F5GeN4O2STc. Source: the OMol25 dataset; level of theory: ωB97M-V with the def2-TZVPD basis set.

The relative energy (zero: lowest compared OMol25 entry of this formula, charge and spin) is 9.9 kJ/mol. Its molecular weight is 753.16 g/mol. The value obtained for the orbital gap is 0.2838 hartree. The value obtained for the strongest force on any atom is 0.0114 hartree/bohr. As for the electronic energy: -4540.93541 Eh.

ORCA input file:
```
! RIJCOSX wB97M-V def2-TZVPD def2/J DEFGRID3
* xyz 1 1
C -4.17 3.13 -1.74
C -0.29 3.40 3.21
H -4.11 1.35 -0.55
H -1.59 -0.23 3.09
C -1.23 0.79 3.11
N 1.19 0.88 -4.32
H -0.31 3.12 -1.55
C 1.03 0.81 -3.11
C -1.70 -2.03 0.90
C 2.31 -2.96 -0.99
S 3.69 -0.67 -0.36
H -5.25 3.14 -1.78
F 2.94 -5.98 -2.80
Ge -1.30 0.74 0.15
C -3.44 4.12 -2.37
H 3.53 0.47 3.22
H -0.40 3.37 1.07
F 5.71 -2.30 -1.90
C 4.53 -2.91 -1.77
C 4.34 -4.15 -2.35
H -3.39 -4.63 -0.47
C 0.61 0.50 -0.68
C -0.52 2.70 4.39
C -0.99 1.48 1.93
N 3.06 0.18 -5.79
C -2.19 -3.32 0.73
O 1.19 -1.01 2.25
C -3.33 -2.64 -1.27
H 1.52 1.97 1.74
C -2.05 4.11 -2.30
C 2.50 0.81 3.10
C -3.01 -3.63 -0.35
H -0.34 3.17 5.35
O 1.33 -0.75 4.47
H 2.30 1.58 3.84
F 5.33 -4.73 -3.02
H -1.05 -1.82 1.73
H -1.17 0.84 5.25
H 0.06 4.43 3.25
C -2.85 -1.35 -1.11
C 1.61 -0.39 3.36
C -1.40 3.10 -1.60
C 2.21 0.51 -5.08
H -1.92 -4.09 1.45
H -1.48 4.89 -2.79
H -3.96 -2.88 -2.12
C -2.13 2.09 -0.98
Tc 1.72 -0.33 0.51
C -3.52 2.11 -1.05
H -3.10 -0.59 -1.85
C 3.50 -2.28 -1.08
H -3.94 4.91 -2.91
C -2.04 -1.04 -0.02
C -0.54 2.80 1.99
F 1.28 -2.36 -0.29
C -1.00 1.40 4.34
F 0.90 -4.79 -1.42
N 2.31 1.32 1.72
N 0.69 0.82 -1.97
H 3.12 1.85 1.41
C 3.12 -4.80 -2.24
C 2.08 -4.20 -1.54
*
```



Record 5
A molecular structure, C29H19F5N9NiSe at a distorted geometry. Source: the OMol25 dataset; level of theory: ωB97M-V with the def2-TZVPD basis set.

Its molecular weight is 726.18 g/mol. The value obtained for the orbital gap (spin up / spin down) is 0.2851 / 0.2380 hartree. The value obtained for the strongest force on any atom is 0.0214 hartree/bohr. As for the electronic energy: -6018.18671 Eh.

ORCA input file:
```
! RIJCOSX wB97M-V def2-TZVPD def2/J DEFGRID3
* xyz 1 3
C -6.79 0.85 -0.12
H -3.40 3.68 1.81
C -0.29 3.07 -0.29
N 3.09 -0.18 -0.16
C 3.63 -0.21 -1.38
C -0.91 -2.34 1.51
F -4.18 -1.07 1.40
N 1.38 -0.14 -2.20
H -0.85 -5.41 0.08
H 1.13 3.77 -1.58
H 4.14 -0.46 -4.09
C 1.06 -0.02 3.23
H -3.44 2.04 2.41
Ni 0.94 -0.25 0.16
C -4.38 -0.35 -0.86
H 5.44 -0.20 -2.54
C 3.77 0.09 3.44
H 2.45 -0.42 -5.89
H -1.35 -1.79 2.33
C 2.67 -0.25 -2.53
H 0.03 -0.18 -5.27
N -3.03 2.74 1.82
N 0.45 -2.37 -0.44
H 4.84 0.14 3.51
C 0.47 -0.12 -3.17
C -6.04 0.17 0.83
C -0.64 -4.36 0.24
H 0.64 -4.15 -1.48
F -7.08 1.60 -2.32
C 5.25 -0.10 0.82
F -4.77 0.48 -3.05
C 3.14 -0.03 2.22
C 1.62 0.10 4.49
C -0.10 -1.73 0.58
C 2.14 -0.34 -4.85
F -7.93 1.42 0.23
C -4.86 -0.43 0.46
H 3.47 0.25 5.56
C -1.93 2.45 1.11
H -0.01 -0.05 3.08
C -1.18 -3.68 1.33
N 1.80 -0.09 2.13
H -1.82 -4.20 2.04
F -6.47 0.10 2.09
C -5.16 0.35 -1.79
H 6.89 -0.11 -0.55
C -0.39 0.98 0.50
C 5.00 -0.18 -1.55
C 0.81 -0.21 -4.51
C -6.35 0.94 -1.43
H -0.56 -0.04 -2.86
H 5.87 -0.06 1.70
H 0.98 0.15 5.36
C 2.99 0.16 4.59
Se -2.75 -1.12 -1.33
N 0.28 1.85 -0.24
C 5.82 -0.13 -0.44
N 0.31 4.00 -1.06
C 0.18 -3.67 -0.63
C 3.09 -0.36 -3.84
H -0.10 4.92 -1.12
C 3.87 -0.11 0.92
N -1.47 1.18 1.22
N -1.40 3.42 0.36
*
```



Record 6
A molecular structure, C29H19N8SV at a distorted geometry. Source: the OMol25 dataset; level of theory: ωB97M-V with the def2-TZVPD basis set.

Its molecular weight is 562.54 g/mol. The value obtained for the orbital gap (spin up / spin down) is 0.2191 / 0.2210 hartree. The value obtained for the strongest force on any atom is 0.0426 hartree/bohr. As for the electronic energy: -2895.82474 Eh.

ORCA input file:
```
! RIJCOSX wB97M-V def2-TZVPD def2/J DEFGRID3
* xyz 3 2
H 2.29 -4.18 -0.10
C 0.92 -0.89 2.66
N -0.12 0.73 1.28
C -1.39 3.88 2.75
H 1.78 -2.31 4.01
H -2.41 -0.34 2.28
C 4.77 1.79 -2.90
N 1.25 2.35 -0.03
H -2.48 -2.09 4.02
H 2.64 -1.70 -0.05
C 0.25 -4.02 -0.71
C 4.27 0.50 -3.10
H 4.44 3.61 -1.77
H -4.65 -0.43 -2.64
C 0.24 4.34 1.02
H -3.97 1.97 -2.40
C -0.27 -0.32 2.19
C -0.77 -3.13 -1.08
H 0.84 5.03 0.44
C -1.24 2.51 2.59
C 3.12 0.09 -2.44
N 2.24 2.90 -0.53
N -4.16 -3.15 -2.36
H -0.40 -3.11 4.83
C -1.54 -1.77 3.62
C -0.65 4.79 1.99
C -0.38 2.03 1.60
C 4.10 2.62 -2.01
N -2.53 -4.76 -1.66
H 4.76 -0.17 -3.79
C 2.95 2.12 -1.39
H 2.71 -0.90 -2.62
H -2.07 4.24 3.50
S -4.02 -4.74 -2.24
C 1.67 -2.13 -0.33
C -3.29 1.17 -2.12
C 1.48 -3.51 -0.35
C -0.50 -1.74 -1.02
C -2.07 -3.53 -1.54
C 0.87 -1.89 3.61
H -0.76 5.85 2.17
C -0.36 -2.33 4.09
V 0.57 0.62 -0.35
C 0.37 2.96 0.82
N -1.18 0.53 -1.23
H -1.79 1.81 3.21
C -1.50 -0.77 -1.39
H 5.65 2.14 -3.42
C -3.04 -2.56 -1.95
C -3.67 -0.15 -2.26
C -1.50 -0.77 2.66
C -2.04 1.47 -1.59
H 0.05 -5.08 -0.74
N 0.72 -1.27 -0.65
N 2.45 0.87 -1.60
C -2.77 -1.16 -1.89
H 1.87 -0.48 2.32
H -1.74 2.51 -1.43
*
```



Record 7
A molecular structure, C29H20B11Br6Cl2CrF4N6O3 at a distorted geometry. Source: the OMol25 dataset; level of theory: ωB97M-V with the def2-TZVPD basis set.

Its molecular weight is 1297.77 g/mol. The value obtained for the orbital gap (spin up / spin down) is 0.1922 / 0.1915 hartree. The value obtained for the strongest force on any atom is 0.0235 hartree/bohr. As for the electronic energy: -19753.18781 Eh.

ORCA input file:
```
! RIJCOSX wB97M-V def2-TZVPD def2/J DEFGRID3
* xyz 1 1
Br 2.94 5.72 2.64
B 1.66 3.40 0.78
B -0.10 4.98 -0.84
C 0.66 -1.38 5.88
C 4.09 -2.38 -3.19
C -3.50 -4.05 -6.83
C 1.26 -1.45 3.51
F -4.71 -4.34 -4.55
N -4.78 -3.50 1.11
H -1.10 -6.14 2.16
B 2.69 5.65 -0.61
Br 1.75 2.03 2.21
C -3.13 -2.38 -0.51
H -3.20 1.00 3.38
C -1.82 -2.18 -3.97
C 3.10 -1.41 -3.30
C 2.38 -1.02 -2.18
N -4.18 -4.68 -7.51
C -4.09 -3.01 0.34
B 2.16 5.08 0.99
B 1.06 6.08 -0.03
C -1.37 0.52 5.33
O -2.35 1.42 5.23
H -2.64 -5.25 1.88
C -1.11 0.06 6.63
H 4.64 -2.69 -4.06
C 4.36 -2.96 -1.95
B 0.43 4.68 0.85
H 4.18 3.65 0.06
O -0.70 0.41 3.03
C -2.75 -3.01 -4.73
N -0.73 -2.27 -7.54
C -2.20 -1.60 0.23
N -1.44 -0.99 0.84
F -0.82 -1.62 -4.60
H 0.03 -1.19 7.92
C -3.95 -3.38 -2.61
C -3.82 -3.59 -3.93
Cl -0.93 -3.85 2.67
H -2.12 2.44 3.43
H 3.86 -3.01 0.13
C 1.91 -1.18 0.24
H 1.28 6.31 -2.65
H 0.45 3.48 -2.94
Br -1.13 1.99 -0.05
H -1.73 0.46 7.42
N 1.17 -1.10 2.28
C 2.44 4.32 -1.64
C 0.44 -0.94 4.58
O 1.02 -0.20 0.09
F -4.95 -3.92 -1.96
Br -1.93 5.47 -1.25
C 2.66 -1.59 -0.95
Cr -0.05 0.28 1.46
H 1.43 -2.11 6.07
N 2.04 -1.72 1.40
C -0.56 0.01 4.31
H 2.27 1.85 -1.25
C -2.61 -3.23 -6.06
H 1.62 -0.26 -2.26
F -1.08 -1.20 -2.03
C -1.96 -1.97 -2.65
H 2.01 -2.20 3.75
Br -0.79 4.78 2.35
H 5.14 -3.71 -1.87
C -2.86 1.85 3.97
C -1.55 -2.68 -6.85
C 3.65 -2.57 -0.83
C -3.02 -2.56 -1.86
Br 0.59 7.89 0.46
H -3.72 2.48 4.22
H 2.89 -0.97 -4.26
B 1.31 5.58 -1.72
B 1.91 2.91 -0.90
B 0.30 3.35 -0.32
H 3.12 4.21 -2.48
Cl -1.18 -5.12 0.05
C -0.12 -0.87 6.90
B 0.83 3.89 -1.90
B 3.06 3.99 -0.10
C -1.56 -5.24 1.77
H 3.56 6.42 -0.80
*
```



Question: The lowest strongest force on any atom belongs to which entry?
Answer: C29H19F5GeN4O2STc